{
  "formula": "C36H41N4O3",
  "method": "ωB97M-V/def2-TZVPD",
  "lumo_energy_ev": -4.754,
  "energy_ha": -1840.84964,
  "relative_energy_kcal_mol": 0.0,
  "orbital_gap_ev": 4.75,
  "homo_ev": -9.5,
  "total_charge": 1,
  "symbols": ["C", "O", "C", "C", "N", "C", "N", "C", "C", "C", "C", "O", "C", "C", "C", "C", "H", "H", "H", "H", "H", "H", "H", "H", "H", "H", "H", "H", "H", "H", "C", "N", "C", "O", "C", "C", "C", "C", "C", "C", "C", "C", "N", "C", "C", "C", "C", "C", "C", "C", "C", "C", "C", "C", "C", "C", "C", "H", "H", "H", "H", "H", "H", "H", "H", "H", "H", "H", "H", "H", "H", "H", "H", "H", "H", "H", "H", "H", "H", "H", "H", "H", "H", "H"],
  "xyz": [[-3.2229, -1.1495, 4.0732], [-2.6955, 0.1557, 4.0441], [-3.6446, 1.1760, 3.9141], [-3.1865, 2.5024, 3.9154], [-1.7650, 2.7544, 3.9735], [-0.7930, 2.1854, 3.2517], [0.3818, 2.6994, 3.6140], [1.7073, 2.3330, 3.1276], [0.1583, 3.6727, 4.6068], [-1.1716, 3.7051, 4.8335], [-4.0792, 3.5828, 3.8293], [-3.5502, 4.8796, 3.8603], [-4.5009, 5.9014, 3.6803], [-5.4418, 3.3037, 3.7202], [-5.8929, 2.0052, 3.6967], [-5.0151, 0.9520, 3.7930], [-2.3987, -1.8550, 4.1846], [-3.8971, -1.2595, 4.9246], [-3.7405, -1.3610, 3.1360], [1.6223, 1.5859, 2.3433], [2.1975, 3.2151, 2.7265], [2.3054, 1.9238, 3.9384], [0.9150, 4.2940, 5.0509], [-1.7063, 4.3513, 5.5061], [-3.9824, 6.8600, 3.6670], [-5.0119, 5.7636, 2.7258], [-5.2127, 5.8967, 4.5079], [-6.1484, 4.1099, 3.6437], [-6.9463, 1.8114, 3.5971], [-5.3906, -0.0537, 3.7717], [3.7203, -3.8537, 0.0973], [3.3345, -3.4401, -1.2387], [3.4162, -4.3171, -2.2958], [3.8297, -5.4564, -2.2597], [2.8426, -3.6074, -3.5096], [1.6335, -4.3807, -4.0461], [0.5270, -4.5010, -3.0429], [0.5184, -5.5379, -2.1215], [-0.4527, -5.6070, -1.1453], [-1.4253, -4.6314, -1.0769], [-1.4358, -3.5971, -1.9896], [-0.4645, -3.5353, -2.9664], [2.4917, -2.2232, -3.0712], [1.9961, -1.2626, -3.9009], [1.6389, -0.0024, -3.4838], [1.0788, 0.9636, -4.2960], [0.7009, 2.2602, -3.8483], [0.1190, 3.1783, -4.7440], [-0.2437, 4.4340, -4.3213], [-0.0433, 4.8160, -3.0069], [0.5210, 3.9324, -2.1063], [0.8883, 2.6740, -2.5142], [2.7824, -2.1060, -1.5982], [1.5236, -1.7930, -0.7561], [2.0153, -0.9897, 0.4685], [3.4599, -0.5093, 0.1585], [3.8137, -1.0024, -1.2622], [4.0669, -4.8826, 0.0679], [4.5259, -3.2288, 0.4744], [2.8711, -3.7971, 0.7742], [3.6286, -3.5335, -4.2743], [1.2492, -3.8980, -4.9489], [1.9467, -5.3875, -4.3447], [1.2983, -6.2786, -2.1580], [-0.4465, -6.4180, -0.4340], [-2.1720, -4.6710, -0.3024], [-2.1954, -2.8331, -1.9351], [-0.4581, -2.7187, -3.6668], [1.8704, -1.5204, -4.9361], [1.7960, 0.2400, -2.4517], [0.9028, 0.7187, -5.3284], [-0.0399, 2.8821, -5.7665], [-0.6853, 5.1234, -5.0184], [-0.3258, 5.8021, -2.6826], [0.6764, 4.2238, -1.0810], [1.3243, 2.0013, -1.7978], [0.8042, -1.2218, -1.3512], [1.0282, -2.7285, -0.4756], [1.3465, -0.1478, 0.6807], [2.0059, -1.6181, 1.3670], [3.5496, 0.5805, 0.2382], [4.1638, -0.9235, 0.8902], [4.8253, -1.4181, -1.3216], [3.7632, -0.1937, -1.9972]],
  "lowdin_charge": [-0.094, -0.099, -0.175, -0.051, -0.024, -0.065, -0.165, -0.041, -0.062, -0.043, -0.172, -0.098, -0.088, -0.035, -0.073, -0.033, 0.094, 0.096, 0.092, 0.055, 0.082, 0.088, 0.109, 0.117, 0.097, 0.096, 0.097, 0.098, 0.111, 0.098, 0.016, 0.001, -0.414, 0.104, -0.129, -0.078, -0.231, -0.030, -0.063, -0.082, -0.080, -0.060, 0.089, 0.015, -0.065, 0.054, -0.208, -0.006, -0.053, -0.037, -0.048, -0.001, -0.316, -0.085, -0.150, -0.155, -0.083, 0.102, 0.093, 0.095, 0.173, 0.120, 0.140, 0.117, 0.111, 0.107, 0.109, 0.105, 0.150, 0.080, 0.130, 0.119, 0.114, 0.117, 0.116, 0.105, 0.109, 0.118, 0.096, 0.109, 0.106, 0.105, 0.129, 0.107]
}

***

{
  "formula": "C36H41N5O4RuS",
  "method": "ωB97M-V/def2-TZVPD",
  "lumo_energy_ev": [-3.538, -3.333],
  "multiplicity": 2,
  "energy_ha": -2463.97625,
  "orbital_gap_ev": [6.28, 6.29],
  "s2": 0.86,
  "homo_ev": [-9.8, -9.6],
  "total_charge": 1,
  "symbols": ["Ru", "C", "C", "N", "C", "C", "C", "S", "N", "C", "O", "C", "C", "C", "C", "C", "C", "H", "H", "H", "H", "H", "H", "H", "H", "H", "H", "H", "H", "H", "H", "H", "O", "C", "N", "C", "O", "C", "C", "C", "C", "C", "C", "N", "C", "C", "C", "C", "C", "C", "C", "O", "H", "H", "H", "H", "H", "H", "H", "H", "H", "H", "H", "H", "H", "C", "N", "C", "C", "C", "C", "C", "C", "C", "C", "H", "H", "H", "H", "H", "H", "H", "H", "H", "H", "H", "H", "H"],
  "xyz": [[-0.9951, -0.6279, -0.0688], [4.7366, 0.4398, -2.6184], [4.3754, 1.1945, -1.3438], [3.5242, 0.3969, -0.4818], [4.1739, -0.3864, 0.5454], [4.3266, 0.3990, 1.8424], [2.1910, 0.4642, -0.6288], [1.2408, -0.5253, 0.5032], [1.7281, 1.1910, -1.6098], [0.4700, 1.5358, -1.9136], [-0.5707, 1.2184, -1.2617], [0.3158, 2.3086, -3.1481], [1.4248, 2.7769, -3.8607], [1.2490, 3.5001, -5.0210], [-0.0277, 3.7690, -5.4927], [-1.1343, 3.3061, -4.7946], [-0.9696, 2.5838, -3.6317], [5.4390, 1.0291, -3.1989], [3.8457, 0.2597, -3.2134], [5.1978, -0.5139, -2.3748], [3.8384, 2.1090, -1.5991], [5.2822, 1.4458, -0.7903], [5.1572, -0.6815, 0.1683], [3.5834, -1.2841, 0.7348], [4.9139, 1.2979, 1.6788], [4.8285, -0.2157, 2.5825], [3.3477, 0.6801, 2.2235], [2.4151, 2.5796, -3.4835], [2.1157, 3.8616, -5.5532], [-0.1598, 4.3447, -6.3955], [-2.1271, 3.5180, -5.1585], [-1.8271, 2.2299, -3.0778], [-5.1229, 0.0070, -0.5615], [-3.9932, -0.2801, -0.5744], [-2.8618, -0.6349, -0.6599], [-2.0163, 1.7300, 6.6828], [-1.9473, 0.7255, 5.6948], [-3.0369, 0.4668, 4.9227], [-4.1786, 1.2591, 4.8774], [-5.2554, 0.9023, 4.0833], [-5.2118, -0.2554, 3.3233], [-4.0947, -1.0649, 3.3717], [-2.9986, -0.7235, 4.1571], [-1.9172, -1.6002, 4.2647], [-0.6276, -1.2384, 4.4077], [-0.0984, -0.0456, 3.8781], [1.0067, 0.5930, 4.4575], [1.4798, 1.7957, 3.9734], [0.9011, 2.3773, 2.8434], [-0.1244, 1.7323, 2.1854], [-0.6454, 0.5048, 2.6525], [-1.4958, -0.1697, 1.9696], [-1.0610, 1.6856, 7.2043], [-2.8302, 1.5380, 7.3894], [-2.1334, 2.7259, 6.2461], [-4.2362, 2.1601, 5.4686], [-6.1346, 1.5275, 4.0658], [-6.0456, -0.5255, 2.6958], [-4.0538, -1.9696, 2.7840], [-2.1468, -2.5842, 4.3094], [0.0164, -1.9163, 4.9533], [1.4532, 0.1395, 5.3305], [2.2846, 2.3060, 4.4824], [1.2691, 3.3260, 2.4761], [-0.5482, 2.1375, 1.2708], [1.2658, -0.9209, -4.7935], [0.3603, -1.8026, -4.0381], [-1.0001, -1.2390, -3.9645], [0.8883, -2.0938, -2.6687], [-0.0395, -3.0158, -1.9128], [-0.1442, -4.3319, -2.3618], [-1.0010, -5.2201, -1.7447], [-1.7428, -4.8049, -0.6518], [-1.6291, -3.5032, -0.1947], [-0.8028, -2.5740, -0.8266], [0.8999, -0.7827, -5.8096], [2.2641, -1.3548, -4.8420], [1.3173, 0.0531, -4.3061], [0.2955, -2.7038, -4.5268], [-0.9844, -0.3236, -3.3740], [-1.6653, -1.9455, -3.4696], [-1.3774, -1.0143, -4.9610], [0.9886, -1.1387, -2.1462], [1.8769, -2.5506, -2.7746], [0.4448, -4.6594, -3.2093], [-1.0931, -6.2286, -2.1131], [-2.4176, -5.4901, -0.1622], [-2.2087, -3.1909, 0.6676]],
  "lowdin_charge": [1.093, -0.062, -0.204, -0.131, -0.256, -0.063, -0.622, 0.757, 0.096, -0.438, -0.117, -0.166, -0.032, -0.068, -0.063, -0.063, -0.018, 0.078, 0.049, 0.074, 0.108, 0.123, 0.123, 0.070, 0.076, 0.081, 0.040, 0.099, 0.108, 0.109, 0.109, 0.119, 0.086, -0.515, -0.058, -0.054, -0.099, -0.196, 0.000, -0.055, -0.066, -0.010, -0.185, 0.136, 0.053, -0.163, -0.026, -0.091, -0.058, -0.048, -0.415, -0.182, 0.098, 0.104, 0.100, 0.111, 0.113, 0.111, 0.119, 0.171, 0.150, 0.121, 0.107, 0.116, 0.111, 0.013, -0.172, 0.024, -0.101, -0.265, -0.058, -0.078, -0.073, -0.109, -0.218, 0.113, 0.109, 0.086, 0.181, 0.087, 0.110, 0.116, 0.073, 0.148, 0.112, 0.107, 0.108, 0.088]
}